ORCA calculation (the ωB97M-V functional and the def2-TZVPD basis) on a structure of composition C20H22HgN2O3 at a distorted geometry.

Its LUMO energy (alpha / beta) is -1.6 / -1.5 eV. The calculated total energy comes out at -1263.7989 Eh. As for the HOMO-LUMO gap (alpha / beta): 5.84 / 5.94 eV. Its maximum force is 1.74 eV/Å. Its relative energy (zero: lowest compared OMol25 entry of this formula, charge and spin) is 75.1 kcal per mole.

XYZ file:
```
48
Properties=species:S:1:pos:R:3:forces:R:3
C -1.57912 1.40248 1.42130 -1.2313 0.1590 0.4776
C 0.37712 2.68781 -0.51061 0.1549 1.3796 -1.0517
H -2.30852 0.76117 0.91045 0.4307 0.0700 -0.1298
H -1.74813 2.45779 1.18329 0.2168 -0.3643 0.0857
H -1.59509 1.20676 2.50306 0.3112 0.1439 -0.3719
H 1.03872 2.48788 -1.37092 -0.3208 -0.1799 0.4692
H -0.65299 2.85884 -0.83338 0.2288 -0.3024 0.1335
H 0.75283 3.50959 0.11122 -0.0770 -0.4367 0.0272
C -0.54533 -2.04890 2.17557 0.5781 -0.3026 -0.0416
C -0.49958 -3.33120 2.73052 -0.0122 0.3660 -0.2246
C 0.61487 -4.12322 2.46450 -0.0247 0.2800 -0.0566
C 1.63777 -3.60873 1.66813 0.0505 0.5082 -0.2635
H -1.40812 -1.39584 2.31450 0.2305 -0.1793 -0.0025
H -1.33493 -3.66783 3.34237 0.2697 -0.0583 -0.1854
H 0.68079 -5.12958 2.87711 0.0403 0.2438 -0.1656
H 2.50953 -4.20417 1.41446 -0.2457 -0.0366 0.1861
N 0.46247 -1.54829 1.45394 0.0147 -0.2291 -0.2725
C 1.54845 -2.29334 1.16953 -0.7831 -0.4724 0.6573
C 2.61480 -1.67041 0.32658 0.7940 0.5651 -0.5610
N 2.41178 -0.41088 -0.10402 -0.0482 -0.2338 -0.1957
C 3.29497 0.20697 -0.89456 0.2160 -0.6893 0.3494
C 4.76099 -1.68712 -0.80969 -0.2765 0.2672 0.0736
C 4.50232 -0.39360 -1.26588 -0.4863 0.0752 0.1671
H 3.02401 1.21260 -1.22108 0.1313 -0.2721 0.0872
H 5.19399 0.16279 -1.89159 -0.0334 -0.2280 0.0966
C 3.81089 -2.33114 -0.01789 -0.4541 0.1319 0.1528
H 3.97221 -3.34144 0.34683 0.1551 0.2132 -0.1776
H 5.69795 -2.17657 -1.06828 -0.2441 0.0242 0.0759
Hg 0.45364 0.83605 0.71026 0.0694 -0.8663 -0.2940
C 1.67867 1.41751 2.41520 0.1157 0.4212 0.6281
H 2.63041 1.81638 2.04385 -0.2451 -0.0814 0.0874
H 1.84647 0.53547 3.04281 -0.0388 0.1904 -0.1456
H 1.11789 2.18822 2.96469 0.3353 -0.2683 -0.1112
O -4.24013 -0.50564 -0.99228 0.5982 -0.3773 0.3382
C -3.74747 0.63586 -1.47806 0.0489 0.1724 -0.5459
C -4.55866 1.79504 -1.55248 0.4588 -0.4820 -0.0785
C -4.09076 2.90396 -2.24354 0.0652 -0.1441 0.2097
C -2.84906 2.87374 -2.88359 0.2826 -0.1475 -0.2810
C -2.03560 1.74435 -2.77984 -0.0276 -0.0888 0.6278
C -2.41728 0.65922 -1.98027 -0.6185 0.2226 0.0246
C -1.48462 -0.47151 -1.58654 -0.1181 -0.1558 -0.6370
O -2.01928 -1.59173 -1.31397 0.4479 0.7191 0.1496
O -0.24771 -0.20584 -1.55277 -0.2574 -0.1092 0.4501
H -3.44261 -1.19056 -1.10200 -0.6922 0.5972 0.1308
H -5.54471 1.76926 -1.09344 0.1773 0.0131 -0.1243
H -4.70754 3.79830 -2.29198 0.0927 -0.1213 -0.0477
H -2.50116 3.72778 -3.46218 -0.1678 -0.1672 0.0589
H -1.07514 1.67174 -3.28930 -0.1117 0.2307 0.2211
```
Forces are in eV/Å.

Here are the Mulliken charges for atoms 1 to 6, given in e: C -1.407; C -1.225; H 0.384; H 0.355; H 0.447; H 0.327


ORCA calculation (the ωB97M-V functional and the def2-TZVPD basis) on the molecule C26H31NO4.

Its LUMO energy is -0.2 eV. The calculated total energy comes out at -1365.0841 Eh. As for the SMILES: COc1cccc(/C=C(/C(=O)OCC(=O)NC2CCCCCCC2)c2ccccc2)c1. As for the HOMO-LUMO gap: 8.38 eV. Its maximum force is 0.75 eV/Å. Its relative energy (zero: lowest compared OMol25 entry of this formula, charge and spin) is 0.0 kcal per mole.

XYZ file:
```
62
Properties=species:S:1:pos:R:3:forces:R:3
C 3.79666 4.36801 -1.64980 -0.1249 0.1213 0.2235
O 4.35652 3.69502 -2.75213 0.1575 -0.2561 -0.2880
C 4.24525 2.34066 -2.81064 0.0145 -0.1174 -0.0711
C 4.76846 1.73105 -3.95420 -0.0542 0.1023 0.1045
C 4.70558 0.36004 -4.09619 0.0469 0.1489 -0.0629
C 4.11727 -0.42191 -3.11781 -0.2010 -0.0377 0.2744
C 3.56735 0.17424 -1.98382 0.3683 0.2388 -0.5277
C 2.93260 -0.66678 -0.98260 -0.4442 -0.1427 0.5457
C 1.93814 -0.31450 -0.14808 0.3307 -0.1189 -0.2884
C 1.45026 -1.27261 0.87075 0.0032 -0.1536 0.2659
O 0.91860 -0.94817 1.91305 0.1916 0.0051 -0.1515
O 1.63732 -2.54452 0.50753 0.0777 0.0683 -0.2793
C 1.18380 -3.57273 1.38659 -0.1935 -0.3829 0.3615
C -0.32258 -3.85308 1.19166 0.6963 0.2261 0.1659
O -0.72376 -4.87523 0.67886 -0.0916 -0.3662 -0.2286
N -1.09846 -2.86626 1.65860 -0.3593 0.3714 0.2469
C -2.53339 -2.80111 1.45232 -0.1639 -0.1506 -0.1989
C -3.16030 -2.17405 2.70498 -0.1195 -0.1817 -0.1005
C -4.59781 -1.66375 2.54849 0.1325 0.1804 0.2032
C -4.71675 -0.14832 2.36590 -0.2093 -0.1442 -0.2753
C -4.21543 0.44044 1.04496 0.1184 0.1305 0.2714
C -2.69668 0.37050 0.83822 -0.0206 0.0130 -0.2600
C -2.23941 -0.73593 -0.11412 -0.0998 -0.0785 0.1274
C -2.84152 -2.12222 0.10930 0.2021 0.0219 0.0957
C 1.20963 0.96895 -0.18882 -0.2186 0.1697 0.0211
C 1.09846 1.78018 0.93530 0.0770 -0.0100 -0.0651
C 0.38004 2.96161 0.87097 -0.0026 0.1099 0.0444
C -0.23941 3.33986 -0.30776 -0.0253 0.0792 -0.0057
C -0.14290 2.52851 -1.42765 -0.0491 0.0516 -0.0910
C 0.57389 1.34924 -1.36957 -0.0023 -0.0543 0.1413
C 3.65706 1.55906 -1.82821 0.1348 0.2060 0.0422
H 4.29495 4.09293 -0.71461 -0.0254 -0.0033 -0.0295
H 2.72337 4.17006 -1.55934 0.0345 -0.0128 0.0087
H 3.95510 5.42790 -1.84203 -0.0335 -0.0607 0.0614
H 5.22334 2.35443 -4.70719 0.0601 0.0758 -0.0963
H 5.12098 -0.10445 -4.97788 0.0333 -0.0276 -0.0774
H 4.06177 -1.49333 -3.23801 0.0104 -0.1248 0.0084
H 3.31484 -1.67724 -0.91490 -0.0487 -0.0716 0.0218
H 1.74957 -4.46441 1.11482 -0.1602 0.1321 0.0434
H 1.37957 -3.28801 2.42599 0.0309 -0.0511 -0.1489
H -0.65551 -2.03526 2.03416 0.0997 -0.2378 -0.0482
H -2.88000 -3.83819 1.36394 0.0167 0.1761 0.0519
H -3.13491 -2.93838 3.48524 0.0980 0.0421 0.0047
H -2.52848 -1.35579 3.05186 0.0421 0.0261 0.0896
H -5.09654 -2.18059 1.72830 -0.1068 -0.0603 -0.0209
H -5.14915 -1.91435 3.45803 -0.0321 -0.0586 -0.0634
H -4.19078 0.34353 3.18832 -0.0070 0.0437 0.0694
H -5.77503 0.11143 2.46053 0.0134 0.0504 0.0844
H -4.72558 -0.04085 0.20932 -0.0989 0.0156 -0.0929
H -4.51864 1.49041 1.03581 -0.0458 -0.0242 -0.0726
H -2.19581 0.26909 1.80003 0.0720 0.0639 0.0903
H -2.34777 1.31505 0.41274 0.0539 -0.0068 0.0849
H -2.49656 -0.43653 -1.13428 0.0734 0.0182 -0.0319
H -1.14987 -0.79886 -0.06998 0.0316 -0.0109 -0.1102
H -2.44622 -2.78098 -0.66887 -0.0974 -0.0450 0.0016
H -3.92117 -2.08337 -0.02565 -0.0829 -0.0537 -0.0720
H 1.58101 1.48749 1.85445 0.0110 -0.0303 0.0730
H 0.30294 3.58876 1.74690 -0.0073 0.0518 0.0760
H -0.80008 4.26197 -0.35403 -0.0526 0.0696 -0.0003
H -0.63155 2.81456 -2.34748 -0.0436 0.0218 -0.0776
H 0.64796 0.71202 -2.23847 0.0067 -0.0660 -0.0859
H 3.27974 2.00476 -0.92379 -0.0175 0.1088 0.0179
```
Forces are in eV/Å.

Here are the Mulliken charges for atoms 1 to 6, given in e: C -0.611; O -0.489; C 0.748; C -0.600; C -0.477; C -0.921